1.
Density functional theory data (ωB97M-V/def2-TZVPD) for C35H67Br9O16S8 as an isolated structure.

Positions of all 135 atoms, in Å:
C  1.0141  -0.9391  -4.0715
Br  0.3501  -2.7409  -4.3394
Br  1.1522  0.0197  -5.7248
Br  2.7546  -1.1246  -3.2378
H  0.3470  -0.3519  -3.4599
C  -3.1814  -0.7512  3.9130
Br  -2.6521  -1.9854  5.3453
Br  -1.8020  0.5491  3.5255
Br  -4.8566  0.1323  4.3372
H  -3.4314  -1.4328  3.1134
C  3.5113  5.7551  -1.2883
Br  4.6976  4.3226  -1.8273
Br  1.8851  5.0225  -0.5442
Br  3.3735  7.1824  -2.5760
H  3.9620  6.2374  -0.4374
C  5.1984  0.8466  -0.8747
C  6.4017  1.6529  -0.3470
C  6.9333  0.9398  0.8932
S  5.9649  -0.5220  1.1504
O  4.8084  -0.2476  1.9540
O  6.7613  -1.6577  1.5023
C  5.4284  -0.6389  -0.6000
H  5.1394  1.0237  -1.9501
H  4.2725  1.1085  -0.3658
H  6.0556  2.6647  -0.1536
H  7.2425  1.7350  -1.0329
H  7.0148  1.4492  1.8601
H  7.9863  0.6543  0.8154
H  4.5517  -1.2732  -0.5800
H  6.3097  -1.0061  -1.1223
C  2.5388  -6.0735  -1.0574
C  1.7975  -4.7924  -1.4897
C  2.1290  -3.6063  -0.6053
S  2.3530  -4.3763  1.0474
O  1.1406  -4.3221  1.8179
O  3.6383  -3.9948  1.5747
C  2.5087  -6.0879  0.4507
H  3.5498  -6.0209  -1.4707
H  2.0554  -6.8783  -1.6118
H  0.7266  -4.9933  -1.3594
H  1.8430  -4.6194  -2.5648
H  1.2673  -2.9362  -0.5903
H  3.0083  -3.0342  -0.8827
H  1.6563  -6.5800  0.9176
H  3.4404  -6.5074  0.8237
C  2.2417  -3.4115  5.4684
C  3.6449  -2.7801  5.4751
C  3.5678  -1.6481  4.4693
S  2.0234  -0.8121  4.8976
O  1.4024  -0.2795  3.7103
O  2.2178  0.0792  6.0153
C  1.2007  -2.3077  5.5598
H  2.1789  -4.1704  6.2499
H  2.0872  -3.9507  4.5281
H  4.3548  -3.5444  5.1589
H  3.9094  -2.4377  6.4774
H  3.4350  -2.1048  3.4891
H  4.3644  -0.9144  4.4932
H  0.3320  -2.4936  4.9361
H  0.9283  -2.0431  6.5778
C  -3.3589  5.4787  0.4981
C  -1.9247  4.9554  0.5635
C  -2.0342  3.7376  1.4749
S  -3.0912  4.2240  2.8357
O  -2.3805  4.7590  3.9654
O  -4.0789  3.1970  3.0146
C  -3.8044  5.6555  1.9345
H  -4.0144  4.8120  -0.0784
H  -3.4292  6.3738  -0.1286
H  -1.3230  5.7745  0.9763
H  -1.3837  4.6176  -0.3226
H  -1.1274  3.2158  1.7713
H  -2.6880  3.0147  0.9753
H  -3.3126  6.5219  2.3746
H  -4.8520  5.6414  2.2199
C  1.6138  5.9309  -5.5761
C  0.2839  6.4471  -5.0053
C  -0.7926  5.4811  -5.4091
S  -0.1153  3.8558  -5.1002
O  -0.5218  2.9269  -6.1171
O  -0.3395  3.4948  -3.7205
C  1.6188  4.4187  -5.3448
H  2.4023  6.4739  -5.0479
H  1.7494  6.2912  -6.5945
H  0.1105  7.4700  -5.3501
H  0.2944  6.5625  -3.9141
H  -0.8635  5.4568  -6.5090
H  -1.8310  5.5764  -5.1044
H  1.9221  3.9784  -6.2961
H  2.1242  3.9360  -4.5112
C  1.1559  0.7757  -0.1737
C  0.3379  1.5389  -1.2221
C  -1.0998  1.0471  -1.3192
S  -1.2375  -0.3925  -0.2316
O  -0.8410  -1.5589  -0.9888
O  -2.4156  -0.2728  0.5993
C  0.1795  0.1026  0.7723
H  1.8963  1.3504  0.3912
H  1.8382  0.1061  -0.7055
H  0.8498  1.4501  -2.1896
H  0.3110  2.6291  -1.2059
H  -1.4949  0.7182  -2.2786
H  -1.7880  1.8021  -0.9450
H  0.6060  -0.6845  1.3888
H  -0.1725  0.8961  1.4290
C  -1.8216  -4.8823  0.5674
C  -2.8788  -4.6747  -0.5339
C  -4.2528  -5.1148  -0.0474
S  -4.0644  -5.4064  1.7323
O  -4.7761  -6.5682  2.1848
O  -4.1859  -4.1698  2.4506
C  -2.3313  -5.8282  1.6336
H  -1.5605  -3.9222  1.0145
H  -0.8525  -5.1824  0.1812
H  -2.6371  -5.2008  -1.4557
H  -2.8647  -3.6156  -0.7762
H  -4.3855  -6.1342  -0.4200
H  -5.1842  -4.5819  -0.1932
H  -2.1584  -6.8536  1.3186
H  -1.9904  -5.6776  2.6559
C  -6.1835  0.3991  0.3003
C  -5.5992  -1.0107  0.0598
C  -5.6333  -1.3242  -1.4291
S  -5.5319  0.2783  -2.2918
O  -6.6737  0.4984  -3.1320
O  -4.1860  0.4879  -2.7817
C  -5.6457  1.2698  -0.8002
H  -5.8641  0.8182  1.2505
H  -7.2671  0.2797  0.3044
H  -6.1474  -1.7306  0.6732
H  -4.5964  -1.0992  0.4670
H  -6.5961  -1.7849  -1.6449
H  -4.7985  -1.9044  -1.8035
H  -6.3076  2.0728  -1.1491
H  -4.7376  1.7927  -0.5132

Results
HOMO (eV): -9.42
E_tot (hartree): -28929.10663
Spin multiplicity: 1

Löwdin atomic charge list, values in e, 99 entries: atom 1 (C): -1.57, atom 2 (Br): 0.61, atom 3 (Br): 0.64, atom 4 (Br): 0.62, atom 5 (H): -0.05, atom 6 (C): -1.53, atom 7 (Br): 0.58, atom 8 (Br): 0.73, atom 9 (Br): 0.60, atom 10 (H): -0.05, atom 11 (C): -1.60, atom 12 (Br): 0.65, atom 13 (Br): 0.63, atom 14 (Br): 0.65, atom 15 (H): -0.04, atom 16 (C): -0.26, atom 17 (C): -0.23, atom 18 (C): -0.24, atom 19 (S): 0.65, atom 20 (O): -0.30, atom 21 (O): -0.31, atom 22 (C): -0.20, atom 23 (H): 0.10, atom 24 (H): 0.10, atom 25 (H): 0.04, atom 26 (H): 0.12, atom 27 (H): 0.11, atom 28 (H): 0.11, atom 29 (H): 0.07, atom 30 (H): 0.11, atom 31 (C): -0.21, atom 32 (C): -0.25, atom 33 (C): -0.22, atom 34 (S): 0.68, atom 35 (O): -0.32, atom 36 (O): -0.32, atom 37 (C): -0.21, atom 38 (H): 0.12, atom 39 (H): 0.12, atom 40 (H): 0.10, atom 41 (H): 0.07, atom 42 (H): 0.08, atom 43 (H): 0.05, atom 44 (H): 0.10, atom 45 (H): 0.10, atom 46 (C): -0.22, atom 47 (C): -0.22, atom 48 (C): -0.23, atom 49 (S): 0.67, atom 50 (O): -0.37, atom 51 (O): -0.32, atom 52 (C): -0.21, atom 53 (H): 0.11, atom 54 (H): 0.10, atom 55 (H): 0.12, atom 56 (H): 0.12, atom 57 (H): 0.08, atom 58 (H): 0.10, atom 59 (H): 0.06, atom 60 (H): 0.10, atom 61 (C): -0.23, atom 62 (C): -0.22, atom 63 (C): -0.25, atom 64 (S): 0.64, atom 65 (O): -0.31, atom 66 (O): -0.37, atom 67 (C): -0.20, atom 68 (H): 0.12, atom 69 (H): 0.12, atom 70 (H): 0.12, atom 71 (H): 0.10, atom 72 (H): 0.10, atom 73 (H): 0.09, atom 74 (H): 0.10, atom 75 (H): 0.10, atom 76 (C): -0.22, atom 77 (C): -0.24, atom 78 (C): -0.24, atom 79 (S): 0.64, atom 80 (O): -0.35, atom 81 (O): -0.33, atom 82 (C): -0.19, atom 83 (H): 0.04, atom 84 (H): 0.12, atom 85 (H): 0.12, atom 86 (H): 0.11, atom 87 (H): 0.11, atom 88 (H): 0.11, atom 89 (H): 0.10, atom 90 (H): 0.09, atom 91 (C): -0.20, atom 92 (C): -0.22, atom 93 (C): -0.21, atom 94 (S): 0.68, atom 95 (O): -0.33, atom 96 (O): -0.37, atom 97 (C): -0.25, atom 98 (H): 0.11, atom 99 (H): 0.06

=====

2.
Density functional theory data (ωB97M-V/def2-TZVPD) for a 2-piece molecular cluster, C35H67FN8O4P overall.

Positions of all 116 atoms, in Å:
C  2.5609  -2.9862  7.4137
C  1.1604  -3.5698  7.1024
C  1.2253  -5.0819  6.7783
C  -0.0570  -5.5740  6.0440
C  0.2591  -6.6191  4.9170
C  -0.7439  -6.4448  3.7340
C  -0.0697  -6.0799  2.3639
C  -0.7190  -4.8152  1.7693
N  -0.0755  -3.5217  2.1059
C  -0.4377  -2.3819  1.5183
N  0.1452  -1.1817  1.6796
C  -0.4358  -0.2297  0.9835
C  -0.0546  1.2076  0.9177
C  0.5234  1.6134  2.2971
C  -0.5235  1.3972  3.4330
O  0.8377  2.9913  2.2787
C  2.2410  3.2390  2.3777
C  2.8530  2.9838  0.9963
C  2.4580  3.8516  -0.0178
C  2.9506  3.6408  -1.2975
C  3.8322  2.5910  -1.5165
C  4.2110  1.7288  -0.5117
C  3.7153  1.9238  0.7752
N  -1.4673  -0.8450  0.3279
C  -2.3252  -0.0118  -0.5132
O  -1.6582  0.5192  -1.6444
C  -1.6538  -0.3706  -2.7406
C  -0.7225  -1.5857  -2.6694
O  -2.3506  -0.1264  -3.6883
N  -1.4609  -2.1537  0.6343
C  -2.5081  -3.0122  0.0842
C  -3.6621  -3.1734  1.1522
C  -4.8218  -2.1642  0.8946
C  -4.7068  -0.9434  1.8386
N  -5.1046  -1.3954  3.1961
C  1.0119  -3.5498  3.0858
C  2.3794  -3.8223  2.4016
F  1.1630  -2.3562  3.7738
H  2.8318  -3.0998  8.4732
H  3.3492  -3.4982  6.8438
H  2.6233  -1.9135  7.1928
H  0.4932  -3.3547  7.9475
H  0.7783  -2.9869  6.2482
H  1.2625  -5.5977  7.7459
H  2.1184  -5.2353  6.1611
H  -0.4548  -4.6871  5.5245
H  -0.7948  -6.0182  6.7175
H  1.2985  -6.5514  4.5697
H  0.1388  -7.6209  5.3506
H  -1.5391  -5.7364  4.0042
H  -1.2606  -7.4082  3.6143
H  -0.3307  -6.9059  1.6891
H  1.0217  -6.0690  2.4231
H  -1.7673  -4.7790  2.0788
H  -0.6079  -4.9162  0.6803
H  -0.8703  1.8675  0.6125
H  0.7657  1.3195  0.1893
H  1.3954  1.0087  2.5777
H  -1.5285  1.6726  3.0841
H  -0.2559  2.1239  4.2108
H  -0.4619  0.3911  3.8590
H  2.3614  4.2921  2.6579
H  2.7392  2.6447  3.1600
H  1.7624  4.6551  0.2188
H  2.6235  4.3419  -2.0676
H  4.2197  2.4723  -2.5292
H  4.9016  0.9112  -0.7098
H  3.9505  1.2829  1.6240
H  -3.2690  -0.4794  -0.8133
H  -2.5957  0.8643  0.0823
H  -1.3449  -2.4760  -2.8046
H  -0.1830  -1.6218  -1.7166
H  0.0289  -1.4708  -3.4567
H  -2.1891  -4.0064  -0.2209
H  -3.0091  -2.5922  -0.7931
H  -3.2694  -3.0781  2.1710
H  -4.0874  -4.1744  1.0015
H  -5.7637  -2.6673  1.1470
H  -4.9021  -1.8847  -0.1661
H  -5.3201  -0.0911  1.5303
H  -3.6498  -0.6247  1.9236
H  -4.2831  -1.7114  3.6926
H  -5.5735  -0.6529  3.6968
H  0.8217  -4.2550  3.9014
H  2.9901  -2.9188  2.3395
H  2.8952  -4.6762  2.8522
H  2.1655  -4.1203  1.3627
O  1.4648  5.5699  -4.3108
P  0.5160  5.2086  -5.4367
N  1.2875  3.7375  -5.9127
C  1.1970  3.1069  -7.2161
C  1.2908  2.7074  -4.8828
N  0.9880  6.5130  -6.4850
C  2.0017  6.3217  -7.5074
C  1.2182  7.7830  -5.7987
N  -0.8921  4.8902  -6.4562
C  -1.5377  5.9855  -7.1975
C  -1.9558  4.2455  -5.6423
H  0.2392  2.5924  -7.3748
H  1.9897  2.3605  -7.3160
H  1.3439  3.8047  -8.0337
H  0.3392  2.1551  -4.8506
H  1.4592  3.1445  -3.8983
H  2.0963  1.9877  -5.0511
H  2.9077  5.8400  -7.1197
H  2.2899  7.2777  -7.9478
H  1.6111  5.7390  -8.3448
H  2.2129  7.8329  -5.3426
H  0.4794  7.9396  -5.0111
H  1.1184  8.6138  -6.5018
H  -1.7825  6.8365  -6.5587
H  -2.4636  5.6239  -7.6534
H  -0.9175  6.3250  -8.0211
H  -2.3761  4.9381  -4.9075
H  -1.5585  3.3831  -5.0996
H  -2.7607  3.8769  -6.2783

Results
HOMO (eV): -9.46
E_tot (hartree): -2553.69522
Spin multiplicity: 1
Net charge: +1

Löwdin atomic charge list, values in e, 99 entries: atom 1 (C): -0.11, atom 2 (C): -0.26, atom 3 (C): -0.21, atom 4 (C): -0.20, atom 5 (C): -0.19, atom 6 (C): -0.18, atom 7 (C): -0.15, atom 8 (C): -0.12, atom 9 (N): 0.04, atom 10 (C): -0.21, atom 11 (N): 0.23, atom 12 (C): -0.20, atom 13 (C): -0.02, atom 14 (C): -0.38, atom 15 (C): -0.01, atom 16 (O): -0.12, atom 17 (C): -0.14, atom 18 (C): -0.23, atom 19 (C): -0.03, atom 20 (C): -0.07, atom 21 (C): -0.09, atom 22 (C): -0.09, atom 23 (C): -0.05, atom 24 (N): 0.04, atom 25 (C): -0.12, atom 26 (O): 0.00, atom 27 (C): -0.45, atom 28 (C): 0.04, atom 29 (O): 0.15, atom 30 (N): 0.05, atom 31 (C): -0.10, atom 32 (C): -0.15, atom 33 (C): -0.19, atom 34 (C): -0.27, atom 35 (N): 0.00, atom 36 (C): -0.31, atom 37 (C): 0.01, atom 38 (F): 0.00, atom 39 (H): 0.07, atom 40 (H): 0.07, atom 41 (H): 0.07, atom 42 (H): 0.11, atom 43 (H): 0.08, atom 44 (H): 0.12, atom 45 (H): 0.10, atom 46 (H): 0.08, atom 47 (H): 0.12, atom 48 (H): 0.10, atom 49 (H): 0.11, atom 50 (H): 0.10, atom 51 (H): 0.11, atom 52 (H): 0.12, atom 53 (H): 0.10, atom 54 (H): 0.11, atom 55 (H): 0.12, atom 56 (H): 0.13, atom 57 (H): 0.14, atom 58 (H): 0.14, atom 59 (H): 0.08, atom 60 (H): 0.09, atom 61 (H): 0.07, atom 62 (H): 0.13, atom 63 (H): 0.13, atom 64 (H): 0.13, atom 65 (H): 0.10, atom 66 (H): 0.11, atom 67 (H): 0.11, atom 68 (H): 0.11, atom 69 (H): 0.13, atom 70 (H): 0.14, atom 71 (H): 0.09, atom 72 (H): 0.07, atom 73 (H): 0.10, atom 74 (H): 0.11, atom 75 (H): 0.11, atom 76 (H): 0.10, atom 77 (H): 0.12, atom 78 (H): 0.11, atom 79 (H): 0.10, atom 80 (H): 0.12, atom 81 (H): 0.09, atom 82 (H): 0.06, atom 83 (H): 0.07, atom 84 (H): 0.12, atom 85 (H): 0.09, atom 86 (H): 0.08, atom 87 (H): 0.09, atom 88 (O): -0.31, atom 89 (P): 0.73, atom 90 (N): -0.30, atom 91 (C): -0.13, atom 92 (C): -0.15, atom 93 (N): -0.35, atom 94 (C): -0.13, atom 95 (C): -0.15, atom 96 (N): -0.28, atom 97 (C): -0.12, atom 98 (C): -0.13, atom 99 (H): 0.08

=====

> Number 1 is which compound?

C35H67Br9O16S8

=====

> Among the records above, which one has the highest HOMO?

C35H67Br9O16S8

=====

> Which formula does entry 1 have?

C35H67Br9O16S8

=====

> What is the HOMO in the first record?

-9.42 eV